{"formula": "C5H8O2", "method": "ωB97M-V/def2-TZVPD", "charge": 0, "gap_ev": 10.61, "relative_energy_kcal_mol": 35.05, "largest_force_ev_per_a": 0.5, "smiles": "C/C=C/[C@@H](O)C=O", "multiplicity": 1, "elements": ["C", "C", "C", "O", "C", "C", "O", "H", "H", "H", "H", "H", "H", "H", "H"], "positions_angstrom": [[0.07937, 2.35680, -0.45455], [0.45793, 1.02883, 0.13884], [-0.43587, 0.13656, 0.56252], [-1.35752, -2.08652, 0.75539], [-0.16928, -1.34576, 0.79073], [0.68812, -1.73877, -0.40709], [0.20191, -2.30053, -1.36069], [-0.66762, 2.87446, 0.14934], [-0.36304, 2.18635, -1.44091], [0.93721, 3.01499, -0.60352], [1.51657, 0.77074, 0.12583], [-1.49668, 0.38437, 0.59191], [0.34611, -1.55351, 1.73653], [1.74460, -1.41212, -0.40351], [-1.48182, -2.31588, -0.18082]], "forces_ev_per_angstrom": [[-0.038, 0.109, 0.001], [-0.085, -0.174, 0.028], [0.080, 0.134, -0.164], [-0.117, 0.107, -0.027], [0.204, 0.015, 0.009], [-0.107, -0.143, -0.316], [0.278, 0.102, 0.448], [0.046, 0.014, -0.006], [0.039, 0.066, 0.058], [-0.070, -0.057, 0.159], [-0.139, 0.006, -0.071], [0.109, -0.010, -0.052], [-0.029, 0.053, -0.153], [-0.106, -0.089, -0.027], [-0.067, -0.134, 0.111]]}